i:
ORCA calculation (ωB97M-V/def2-TZVPD) on a 2-piece molecular cluster, C5H16N2O overall.

The calculation puts the LUMO energy at -0.23805 Ha. Its total charge is +2. The spin multiplicity is 1. The highest occupied orbital energy comes out at -17.26 eV. Its frontier orbital gap is 10.79 eV.

Geometry (Å):
C: 0.916 0.039 3.292
C: 1.381 0.423 1.890
C: 0.147 0.834 0.771
C: -0.117 0.283 -0.539
C: -1.264 0.429 -1.160
N: -1.450 -0.265 -2.491
N: 2.562 1.550 1.797
H: 0.249 -0.875 3.196
H: 1.713 -0.028 4.045
H: 0.247 0.627 4.044
H: 1.731 -0.462 1.248
H: 0.482 1.984 0.475
H: -0.801 0.854 1.355
H: 0.603 -0.511 -1.185
H: -2.179 0.924 -0.912
H: -0.427 -0.158 -3.031
H: -2.185 0.315 -3.060
H: -1.929 -1.187 -2.372
H: 3.371 0.874 1.704
H: 2.771 2.267 2.548
H: 2.335 2.057 0.974
H: -3.477 -3.173 -4.385
H: -2.129 -3.797 -4.068
O: -2.550 -3.004 -4.135

ii:
ORCA calculation (ωB97M-V/def2-TZVPD) on a 3-piece molecular cluster, C5H16N2O overall.

The calculation puts the LUMO energy at -0.51329 Ha. Its total charge is +2. The spin multiplicity is 1. The highest occupied orbital energy comes out at -18.59 eV. Its frontier orbital gap is 4.63 eV.

Geometry (Å):
C: -1.250 -0.956 1.209
C: -0.833 -0.041 0.081
C: 0.076 1.160 0.592
C: 1.180 0.678 1.584
C: 3.147 0.190 0.228
N: 2.142 -0.315 0.929
N: -1.953 0.562 -0.739
H: -0.318 -1.413 1.610
H: -1.809 -1.895 0.908
H: -1.776 -0.406 2.102
H: -0.145 -0.575 -0.554
H: 0.609 1.574 -0.324
H: -0.557 1.857 1.144
H: 1.721 1.511 2.031
H: 0.639 0.124 2.414
H: 3.744 -0.567 -0.257
H: 3.532 1.145 0.478
H: 0.744 0.417 -1.881
H: -2.901 0.194 -0.577
H: -2.131 1.577 -0.482
H: -1.754 0.497 -1.695
H: -0.725 -0.827 -2.644
H: -1.643 -1.253 -3.680
O: -1.560 -1.235 -2.760

Name the most stable of them. i.

i:
ORCA calculation (ωB97M-V/def2-TZVPD) on an isolated ion of composition C5H9N2 and charge +1.

The calculation puts the LUMO energy (spin up / spin down) at -0.11883 / -0.27639 Ha. Its total charge is +1. The spin multiplicity is 3. The highest occupied orbital energy (spin up / spin down) comes out at -10.57 / -14.91 eV. Its frontier orbital gap (spin up / spin down) is 7.34 / 7.39 eV.

Geometry (Å):
C: -1.439 -0.753 -1.790
C: 0.508 -1.270 1.549
C: -1.001 -1.157 -0.626
C: 0.102 -0.524 0.522
C: 0.541 0.818 0.224
N: 1.810 1.188 0.182
N: -0.455 1.656 -0.059
H: -2.073 -1.557 -2.139
H: -1.210 0.237 -2.229
H: 1.070 -0.861 2.521
H: 0.254 -2.358 1.607
H: -1.197 -2.138 -0.191
H: 2.499 0.568 0.693
H: 2.127 2.056 -0.292
H: -1.390 1.522 0.241
H: -0.146 2.572 -0.216

ii:
ORCA calculation (ωB97M-V/def2-TZVPD) on a 2-piece molecular cluster, C5H9N2 overall.

The calculation puts the LUMO energy (spin up / spin down) at -0.18307 / -0.28458 Ha. Its total charge is +1. The spin multiplicity is 3. The highest occupied orbital energy (spin up / spin down) comes out at -10.63 / -12.68 eV. Its frontier orbital gap (spin up / spin down) is 5.65 / 4.94 eV.

Geometry (Å):
C: -3.142 -0.418 0.517
C: -3.359 -0.445 -0.757
C: 2.632 0.054 0.388
C: 1.319 -0.429 -0.285
C: 0.411 0.477 -0.844
N: -2.312 0.531 -0.220
N: 1.615 -0.582 1.173
H: -3.571 -0.838 1.494
H: -3.796 -0.564 -1.716
H: 3.453 -0.499 0.116
H: 2.600 1.139 0.341
H: 1.610 -1.246 -0.908
H: 0.266 1.502 -0.388
H: 0.122 0.494 -1.932
H: 2.000 -1.495 1.383
H: -2.434 1.542 -0.099

Name the most stable of them. i.